Record 1
DFT (wB97M-V/def2-TZVPD) results for a 3-piece molecular cluster, C44H70Br2ClFIN3O10P2S overall in a non-equilibrium geometry.

## Properties
E_HOMO	-8.0	eV
SMILES string	CCCCCCCCCCN1c2cc(Cl)c(CC(=O)F)c([C@@H](Br)[C@H](C)Br)c2Sc2c(CC(=O)I)cc(N=C(C)C)c(N)c21.CCOP(=O)(OCC)OCC.CCOP(=O)(OCC)OCC
2S+1	1
HOMO-LUMO gap	7.18	eV
DFT total energy	-264541.7027	eV

Atoms and positions in Å:
C 11.9405 3.3361 -2.9528
C 10.9763 2.2963 -3.6882
C 11.4924 0.8136 -3.5250
C 10.4184 -0.3117 -3.8985
C 9.1378 0.2377 -4.6288
C 8.2764 -0.9108 -5.3291
C 7.1903 -1.5274 -4.3319
C 5.7993 -0.7768 -4.4053
C 4.7922 -1.4571 -5.4474
C 3.3209 -1.5512 -4.8885
N 2.3331 -0.6480 -5.5660
C 1.1830 -0.5937 -4.6474
C 0.0145 -1.3889 -5.0443
C -1.1336 -1.3844 -4.1332
Cl -2.5452 -2.3813 -4.6550
C -1.1353 -0.6106 -2.8780
C -2.4463 -0.7340 -2.0103
C -3.4808 0.2852 -2.5893
O -3.1321 1.1384 -3.3364
F -4.8291 0.2825 -2.2413
C 0.0297 0.2002 -2.4536
C 0.0252 0.9795 -1.1072
Br 1.1521 -0.0394 0.1949
C 0.4144 2.5089 -1.2208
C 1.6448 2.9345 -0.3091
Br -1.0967 3.6695 -0.6005
C 1.1764 0.1874 -3.3906
S 2.7076 1.1474 -3.0685
C 3.1210 1.6997 -4.7719
C 3.6239 3.0327 -5.0904
C 3.8427 4.1231 -3.9684
C 2.4676 4.9410 -3.9109
O 1.6705 4.8038 -4.7867
I 1.9288 6.2733 -2.2952
C 3.8868 3.3397 -6.5129
C 3.6653 2.3948 -7.6131
N 3.8843 2.7039 -9.0047
C 2.7504 2.7455 -9.6493
C 2.3956 1.7288 -10.7979
C 1.6336 3.8249 -9.3462
C 3.1482 1.0454 -7.2258
N 2.8941 0.0490 -8.2471
C 2.8691 0.6790 -5.8269
H 11.5752 4.3734 -3.2104
H 11.8645 3.2252 -1.8365
H 13.0043 3.1875 -3.2841
H 9.9540 2.4671 -3.2532
H 10.9738 2.5582 -4.7860
H 12.4350 0.7312 -4.1458
H 11.8254 0.6942 -2.4564
H 10.1287 -0.7958 -2.9198
H 10.9752 -1.0816 -4.5038
H 9.5008 0.8910 -5.4726
H 8.4617 0.7690 -3.9114
H 7.7628 -0.5328 -6.2537
H 9.0261 -1.7106 -5.6124
H 7.0394 -2.6332 -4.5212
H 7.6648 -1.4748 -3.3060
H 5.3433 -0.8682 -3.3738
H 5.9460 0.3132 -4.6472
H 5.1621 -2.5237 -5.5381
H 4.8763 -1.0196 -6.4750
H 3.2913 -1.4508 -3.7620
H 2.9642 -2.6085 -5.0857
H 0.0541 -1.9845 -5.9853
H -2.2253 -0.6049 -0.9203
H -2.7837 -1.8052 -2.1308
H -1.0223 0.9254 -0.7099
H 0.6262 2.8461 -2.2673
H 1.4294 2.7494 0.7849
H 1.8494 4.0405 -0.3921
H 2.5719 2.3514 -0.5426
H 4.6908 4.7902 -4.2612
H 4.0197 3.5473 -3.0224
H 4.2393 4.3666 -6.7623
H 1.8817 2.3009 -11.6198
H 1.6267 1.0325 -10.3595
H 3.2958 1.1753 -11.1711
H 1.0098 3.5608 -8.4479
H 2.0694 4.8543 -9.2239
H 0.9123 3.8937 -10.2131
H 3.7050 -0.5627 -8.3503
H 2.0624 -0.4922 -7.9854
C -4.3014 1.6636 1.2972
C -5.3586 1.1324 2.2486
O -4.8494 0.0950 3.0729
P -3.7805 0.4742 4.2763
O -4.7004 1.3010 5.1465
O -3.8609 -0.9310 5.1325
C -4.3082 -0.9424 6.4852
C -5.8051 -1.1813 6.5612
O -2.5533 -0.2897 3.3840
C -1.3907 0.4652 3.0427
C -0.8637 1.3144 4.1815
H -3.5410 2.2304 1.8447
H -4.7438 2.3303 0.5543
H -3.7969 0.8438 0.7801
H -5.7707 1.9397 2.8610
H -6.1812 0.7047 1.6719
H -4.0200 -0.0222 6.9964
H -3.7881 -1.7579 6.9933
H -6.3625 -0.5165 5.9009
H -6.1669 -1.0421 7.5823
H -6.0409 -2.2005 6.2457
H -1.6035 1.0859 2.1667
H -0.6234 -0.2527 2.7449
H -1.5823 2.0947 4.4594
H 0.0673 1.8049 3.8922
H -0.6824 0.7032 5.0682
C -7.9784 -6.1967 12.4094
C -7.8508 -6.1184 10.8992
O -8.8586 -5.2982 10.3292
P -8.7801 -3.6614 10.5452
O -7.5122 -3.3891 9.7667
O -9.8593 -3.2057 9.3871
C -9.4597 -2.3823 8.2957
C -9.0248 -3.2239 7.1098
O -10.1270 -3.7611 11.5771
C -10.0044 -3.2579 12.9074
C -9.2845 -1.9264 12.9850
H -7.7075 -5.2396 12.8677
H -7.3153 -6.9619 12.8178
H -9.0050 -6.4265 12.7014
H -6.8583 -5.7596 10.6113
H -7.9756 -7.1161 10.4739
H -8.6791 -1.6841 8.6026
H -10.3241 -1.7783 8.0098
H -8.3035 -3.9915 7.3898
H -8.5812 -2.5964 6.3340
H -9.8838 -3.7478 6.6831
H -9.5055 -4.0018 13.5348
H -11.0187 -3.1424 13.2967
H -8.2392 -2.0221 12.6678
H -9.2898 -1.5489 14.0088
H -9.7601 -1.1908 12.3331

Löwdin population analysis, charges in e, atoms 1 to 4: -0.1326, -0.2828, -0.2156, -0.2040

Record 2
DFT (wB97M-V/def2-TZVPD) results for C36H49BBrN2O4ReS4Si as an isolated structure in a non-equilibrium geometry.

## Properties
E_HOMO (spin up / spin down)	-2.7 / -2.7	eV
2S+1	4
HOMO-LUMO gap (spin up / spin down)	4.54 / 4.25	eV
DFT total energy	-173369.5025	eV
net charge	-1
energy relative to the best compared isomer or geometry (same formula, charge and spin)	83.8	kJ/mol

Atoms and positions in Å:
Re 2.2719 -0.9272 0.6369
O 3.1757 0.3508 -0.4589
C 4.4841 0.5372 -0.5613
C 5.0242 1.1578 -1.7011
C 6.3903 1.4288 -1.7970
C 7.3055 1.0707 -0.8043
C 6.8315 0.4714 0.3413
C 5.4073 0.2070 0.4970
C 4.9965 -0.4679 1.6770
N 3.8538 -1.1309 1.8786
N 3.6886 -1.9296 2.9448
C 2.4841 -2.4982 2.9040
O 1.5558 -2.1175 2.0398
C 2.0626 -3.5039 3.8527
C 2.9611 -3.7789 4.9174
C 2.5471 -4.7159 5.8985
C 1.2951 -5.3068 5.7993
C 0.4941 -5.0812 4.6788
C 0.8192 -4.1465 3.7288
H 4.3023 1.5204 -2.4562
H 6.7025 1.9652 -2.6883
H 8.3775 1.2301 -0.9395
H 7.5603 0.1774 1.1156
H 5.7000 -0.5220 2.5290
H 3.9385 -3.2930 4.9652
H 3.1416 -4.8959 6.7533
H 0.9757 -5.9999 6.5463
H -0.4338 -5.6391 4.6436
H 0.1403 -3.9976 2.8565
S 2.4193 -2.4830 -0.9505
S 3.7561 -3.7945 -0.0975
S 2.7100 -5.6831 -0.2139
S 0.8665 -5.4584 0.1162
C -2.3060 -3.0512 -4.8363
C -1.2350 -2.4148 -3.9061
C -0.3350 -3.5380 -3.2932
C -0.2779 -1.5612 -4.7673
Si -2.1121 -1.3977 -2.5258
Br -0.4041 -1.1385 -1.0746
C -2.6813 0.3739 -2.9581
C -3.4050 0.9907 -1.7698
C -1.4512 1.2463 -3.2148
C -3.4931 0.3184 -4.2586
C -3.3513 -2.3177 -1.3941
C -3.4822 -1.7603 0.0130
C -4.7610 -2.2213 -2.0464
C -2.9530 -3.7896 -1.2006
H -1.8582 -3.7764 -5.5252
H -2.8812 -2.2927 -5.3585
H -3.0523 -3.6315 -4.2659
H 0.1973 -3.9995 -4.1441
H -0.9111 -4.3268 -2.8015
H 0.4334 -3.2163 -2.6070
H 0.1598 -2.2518 -5.5092
H 0.5557 -1.1211 -4.2241
H -0.8221 -0.8002 -5.3497
H -2.7895 0.9242 -0.8527
H -4.3699 0.5074 -1.5665
H -3.5558 2.0812 -1.9919
H -0.8151 1.4225 -2.3280
H -1.6953 2.2855 -3.5591
H -0.7445 0.9042 -4.0028
H -4.3485 -0.3256 -4.2056
H -2.7970 -0.0060 -5.0490
H -3.8084 1.3365 -4.4783
H -3.7530 -0.7141 0.0962
H -2.5855 -1.8517 0.6133
H -4.2921 -2.2535 0.5780
H -5.1224 -1.1870 -2.0203
H -5.4494 -2.8465 -1.4428
H -4.8088 -2.6335 -3.0874
H -1.9485 -3.9371 -0.7875
H -2.9782 -4.3522 -2.1386
H -3.6567 -4.2737 -0.5059
C -2.4765 6.2990 1.2515
C -1.2335 6.3286 2.1587
C -0.1904 7.2532 1.4980
C -1.6678 7.0019 3.4547
C -0.6240 4.9350 2.3602
C -0.6061 4.2994 3.6128
C -0.1121 2.9914 3.7222
C 0.3804 2.3333 2.6355
O 0.8423 1.0624 2.4578
B 1.1557 0.9026 1.0763
O 0.8689 2.0887 0.4447
C 0.3761 3.0071 1.4002
C -0.0569 4.2838 1.2448
H -2.8815 7.3158 1.0893
H -3.2586 5.6188 1.6535
H -2.1799 5.8790 0.2668
H -0.7064 8.1786 1.2372
H 0.1958 6.8357 0.5826
H 0.6487 7.4368 2.1632
H -2.1802 7.9460 3.1999
H -0.7904 7.2350 4.0736
H -2.3640 6.3969 4.0311
H -0.9846 4.8512 4.4640
H -0.0905 2.5226 4.7249
H 0.0759 4.8481 0.2912

Löwdin population analysis, charges in e, atoms 1 to 4: 1.2114, -0.3252, -0.3132, -0.0096

Record 3
DFT (wB97M-V/def2-TZVPD) results for one molecule with the formula C8H10N2O3 in a non-equilibrium geometry.

## Properties
E_HOMO	-9.1	eV
SMILES string	COc1cc(C(=O)NN)ccc1O
2S+1	1
HOMO-LUMO gap	9.30	eV
DFT total energy	-17577.7793	eV
energy relative to the best compared isomer or geometry (same formula, charge and spin)	365.2	kJ/mol

Atoms and positions in Å:
C -2.3277 1.7536 0.7685
O -2.1577 1.1307 -0.4843
C -1.2032 0.1936 -0.4047
C 0.1569 0.4389 -0.2916
C 1.0640 -0.7369 -0.0397
C 2.4843 -0.6634 0.1076
O 3.1616 -1.7258 0.2838
N 3.1499 0.5618 -0.1194
N 2.5494 1.7958 -0.5670
C 0.5280 -1.9606 -0.0276
C -0.8235 -2.2192 -0.1242
C -1.6969 -1.1382 -0.2392
O -3.0234 -1.3961 -0.4763
H -1.7481 1.1555 1.4806
H -3.3882 1.7012 1.0922
H -1.9575 2.8258 0.7540
H 0.5891 1.4326 -0.2501
H 4.0632 0.6064 -0.3175
H 1.9015 1.7958 -1.4125
H 2.0978 2.3869 0.1009
H 1.1620 -2.7261 0.2220
H -1.3982 -3.1365 -0.2512
H -3.1830 -2.0756 0.1959

Löwdin population analysis, charges in e, atoms 1 to 4: -0.0729, -0.0838, -0.2707, 0.0962